Record 1
The following is a DFT calculation (ωB97M-V with the def2-TZVPD basis set) of a molecular structure, C37H55ClGaN2O8 in a non-equilibrium geometry.

Properties
net charge: -1
DFT total energy: -123515.7223 eV

Each line ends with the Mulliken charge.
Cartesian coordinates (Å):
C (2.1713, 1.7563, 3.5138)  -0.4045
C (3.4710, 2.6918, 3.2166)  -0.6921
C (3.3094, 3.5882, 1.8937)  -0.5970
C (2.5552, 4.9851, 2.2537)  -0.8148
C (0.9782, 4.7458, 2.0079)  0.4567
C (0.0946, 5.6780, 2.9745)  -0.9574
C (-0.9715, 4.8336, 3.8655)  -0.0600
C (-2.4182, 4.7984, 3.1820)  -0.7049
C (-3.0567, 3.3302, 3.0862)  -0.8274
C (-2.1126, 2.2721, 2.3263)  0.7315
C (-2.4070, 0.7407, 2.7715)  -0.3170
C (-1.5985, 0.4161, 4.1261)  0.1227
C (-1.5265, -1.1550, 4.4628)  -0.4701
C (-0.1225, -1.8259, 4.0961)  -0.1059
C (-0.2755, -2.6375, 2.6934)  -0.2660
C (0.5771, -1.7848, 1.6064)  0.7238
C (0.2113, -2.1646, 0.0951)  -0.3500
C (1.0411, -1.2442, -0.9183)  -0.5044
Ga (3.0348, -1.7157, -1.0945)  0.2150
Cl (3.4562, -3.9619, -0.7111)  -0.5367
C (4.2681, -0.6018, 0.1786)  -0.8197
N (3.6217, -0.3140, 1.5101)  0.2240
C (4.4134, -1.0031, 2.5994)  -0.9355
C (3.7676, -1.3435, -3.0048)  0.0204
C (5.2751, -1.2416, -3.2492)  -0.3194
C (5.5735, -0.9201, -4.7120)  -0.4508
C (4.4446, -0.7547, -5.6923)  -0.1256
N (3.0440, -0.8804, -5.5355)  -0.1803
C (2.8182, -1.1730, -4.1690)  -0.1864
H (1.5707, 1.5998, 2.5484)  -0.0290
H (2.5506, 0.7279, 3.8521)  -0.0107
H (1.5291, 2.2476, 4.3108)  0.5012
H (3.6274, 3.3295, 4.1476)  0.4995
H (4.3984, 2.0341, 3.0485)  0.1603
H (4.3489, 3.8318, 1.4660)  0.4488
H (2.6938, 3.0997, 1.0720)  0.2613
H (2.7348, 5.2814, 3.3381)  0.3454
H (2.9510, 5.8048, 1.5642)  0.3087
H (0.7363, 4.9515, 0.9022)  0.3350
H (0.6914, 3.6627, 2.1964)  -0.5607
H (0.8051, 6.2187, 3.6961)  0.3636
H (-0.4320, 6.5066, 2.3861)  0.3550
H (-0.5146, 3.7991, 4.0154)  -0.0859
H (-0.9728, 5.3568, 4.8895)  0.4752
H (-2.3119, 5.2148, 2.1144)  0.3258
H (-3.1452, 5.4374, 3.8042)  0.2615
H (-4.0356, 3.3610, 2.4789)  0.3240
H (-3.3696, 2.9219, 4.1157)  0.2625
H (-2.3778, 2.3510, 1.2172)  0.4710
H (-1.0018, 2.4380, 2.4936)  -0.9271
H (-1.9990, 0.0995, 1.9151)  -0.0742
H (-3.5234, 0.5136, 2.8427)  0.2552
H (-2.2148, 0.8957, 4.9718)  0.4185
H (-0.5819, 0.9154, 4.0344)  -0.4027
H (-2.4094, -1.7118, 3.9995)  -0.0738
H (-1.6658, -1.2360, 5.6030)  0.3970
H (0.2549, -2.5780, 4.8669)  0.4158
H (0.7082, -1.0464, 3.9666)  -0.2127
H (-1.3707, -2.7375, 2.3745)  -0.1517
H (0.2563, -3.6555, 2.7598)  0.3796
H (1.6635, -2.0740, 1.7693)  -0.0154
H (0.3958, -0.6578, 1.7451)  -0.5578
H (-0.9022, -1.8955, -0.0610)  -0.1412
H (0.3052, -3.2834, -0.1099)  0.2973
H (0.5994, -1.2843, -1.9811)  0.3533
H (0.9800, -0.1664, -0.5399)  0.1191
H (4.4045, 0.4118, -0.3547)  0.2737
H (5.3128, -1.0535, 0.2681)  0.2767
H (3.7285, 0.7060, 1.6323)  -0.2238
H (3.6735, -1.3018, 3.4204)  0.2126
H (5.2096, -0.2655, 2.9756)  0.2488
H (4.8948, -1.9721, 2.2202)  0.4306
H (6.0187, -1.3769, -2.4100)  0.2889
H (6.6501, -0.8044, -5.0625)  0.2498
H (4.7613, -0.4780, -6.7622)  0.2147
H (1.7077, -1.3011, -3.9055)  0.1605
C (-4.9328, -2.2095, -0.1325)  -1.0448
C (-6.1115, -1.9456, -0.7004)  0.5030
C (-7.3565, -1.8251, 0.1113)  0.8700
O (-8.4121, -1.5644, -0.4402)  -0.6277
C (-7.2563, -2.0331, 1.5590)  -0.8200
C (-6.0781, -2.3005, 2.1266)  0.2514
C (-4.8292, -2.3938, 1.3180)  0.8786
O (-3.7704, -2.6212, 1.8734)  -0.5001
O (-5.9681, -2.4983, 3.4662)  -0.6256
O (-6.2263, -1.7743, -2.0440)  -0.5741
H (-4.0217, -2.2973, -0.7097)  0.5094
H (-8.1693, -1.9605, 2.1344)  0.4143
H (-5.0197, -2.6720, 3.6256)  0.3340
H (-7.1725, -1.5944, -2.2025)  0.3370
C (0.6742, -3.3119, -9.5557)  -0.8737
C (0.9715, -2.3835, -8.6407)  0.4360
C (-0.0943, -1.7466, -7.8070)  0.9566
O (0.2074, -0.9188, -6.9708)  -0.5501
C (-1.4848, -2.1528, -8.0432)  -0.9836
C (-1.7765, -3.0771, -8.9595)  0.3731
C (-0.7118, -3.7315, -9.7714)  0.9535
O (-1.0183, -4.5863, -10.5876)  -0.6371
O (-3.0612, -3.4625, -9.1920)  -0.5777
O (2.2543, -1.9871, -8.4359)  -0.5337
H (1.4341, -3.7829, -10.1645)  0.4132
H (-2.2488, -1.6727, -7.4467)  0.4163
H (-3.0051, -4.1381, -9.8945)  0.3414
H (2.2129, -1.3113, -7.7246)  0.2681

***

Record 2
The following is a DFT calculation (ωB97M-V with the def2-TZVPD basis set) of 10 unconnected molecules or ions with the total composition C37H55N9O3 in a non-equilibrium geometry.

Properties
SMILES: c1cc[nH]c1.c1cc[nH]c1.c1cc[nH]c1.c1cc[nH]c1.c1cc[nH]c1.c1cc[nH]c1.c1cc[nH]c1.CNC(C)=O.CNC(C)=O.CC(C)=O
DFT total energy: -58814.1592 eV

Each line ends with the Mulliken charge.
Cartesian coordinates (Å):
C (-1.2990, 0.1950, 1.0778)  -0.9453
C (-1.2690, 1.0577, -0.0463)  0.5924
C (-0.0216, 0.9188, -0.6079)  -2.4865
N (0.6825, 0.0050, 0.1165)  1.5655
C (-0.0912, -0.4572, 1.1419)  -0.7759
H (-2.1380, 0.0632, 1.7421)  0.5670
H (-2.0642, 1.7225, -0.3440)  1.0403
H (0.4249, 1.3925, -1.4679)  0.4268
H (1.6548, -0.2442, -0.0393)  -0.1514
H (0.2447, -1.1815, 1.8634)  0.4232
C (3.2098, 3.8741, 3.4078)  -0.5077
C (2.9818, 3.4942, 2.0628)  -0.5749
C (1.6620, 3.1352, 1.9571)  -0.5595
N (1.0735, 3.3637, 3.1693)  0.2441
C (2.0046, 3.8111, 4.0678)  -0.6257
H (4.1223, 4.2440, 3.8453)  0.4263
H (3.7206, 3.4647, 1.2792)  0.4720
H (1.0222, 2.7640, 1.1718)  0.3977
H (0.0942, 3.3511, 3.3866)  0.1905
H (1.7305, 4.1339, 5.0569)  0.4386
C (-1.5052, 6.4902, -0.4262)  -0.9343
C (-1.1635, 5.1632, -0.0762)  0.2096
C (-1.9918, 4.8094, 0.9495)  -0.7931
N (-2.7671, 5.8855, 1.2878)  -0.0030
C (-2.4699, 6.9281, 0.4415)  -0.5017
H (-1.0280, 7.0874, -1.1871)  0.3903
H (-0.4093, 4.5488, -0.5375)  0.5616
H (-2.0916, 3.9134, 1.5428)  0.5219
H (-3.4342, 5.9453, 2.0333)  0.1848
H (-2.9305, 7.8991, 0.4899)  0.3762
C (1.0448, -2.6842, -5.0395)  -0.7863
C (0.8658, -2.8848, -3.6498)  -0.4352
C (0.2537, -1.7693, -3.1353)  -0.5815
N (0.1112, -0.8714, -4.1620)  0.4023
C (0.5996, -1.4138, -5.3171)  -0.6347
H (1.6368, -3.2346, -5.7525)  0.4913
H (1.0256, -3.7903, -3.0851)  0.5157
H (-0.1122, -1.5442, -2.1473)  0.4922
H (-0.4170, -0.0248, -4.0617)  0.1629
H (0.5866, -0.8265, -6.2198)  0.3941
C (-5.4868, -0.7874, -2.7152)  -0.5855
C (-5.1542, -1.0648, -4.0554)  -0.6259
C (-3.9135, -0.5236, -4.3000)  -0.4142
N (-3.4666, 0.0149, -3.1241)  0.0732
C (-4.4227, -0.1280, -2.1559)  -0.4060
H (-6.3755, -1.0828, -2.1820)  0.4727
H (-5.7217, -1.6311, -4.7752)  0.3924
H (-3.3278, -0.5450, -5.2026)  0.4057
H (-2.6226, 0.5375, -2.9813)  0.1963
H (-4.2057, 0.1394, -1.1380)  0.5503
C (1.7585, -0.7323, 4.9529)  -0.8391
C (2.0595, -2.1133, 4.9725)  -0.7126
C (2.6268, -2.4219, 3.7604)  -0.5010
N (2.6628, -1.2731, 3.0106)  0.2623
C (2.1569, -0.2341, 3.7397)  -0.4581
H (1.3459, -0.1561, 5.7651)  0.4512
H (1.8204, -2.8518, 5.7207)  0.5839
H (2.8973, -3.3678, 3.3203)  0.5515
H (2.9927, -1.2011, 2.0584)  0.1201
H (2.1162, 0.7534, 3.3077)  0.6543
C (-7.1305, 0.7946, 1.2414)  -0.4845
C (-5.8502, 0.4733, 1.7730)  -0.5643
C (-4.9463, 1.2013, 1.0418)  -0.4858
N (-5.6230, 1.9688, 0.1466)  0.1107
C (-6.9757, 1.7219, 0.2509)  -0.6739
H (-8.0357, 0.3236, 1.5930)  0.3949
H (-5.6740, -0.1815, 2.6076)  0.4803
H (-3.8709, 1.2485, 1.0717)  0.4013
H (-5.2114, 2.4397, -0.6390)  0.3120
H (-7.6766, 2.2432, -0.3756)  0.4184
C (4.1321, -0.8730, -5.6280)  -0.9534
N (3.5226, -0.3482, -4.4249)  0.1512
C (4.0198, 0.7244, -3.7643)  0.3818
C (3.2713, 1.1007, -2.5034)  0.0032
O (4.9875, 1.3479, -4.1614)  -0.6893
H (5.1314, -1.2716, -5.4384)  0.3000
H (4.2338, -0.0545, -6.3417)  0.3371
H (3.5190, -1.6525, -6.0654)  0.2769
H (2.8439, -0.9309, -3.9597)  0.0309
H (2.6137, 1.9510, -2.6858)  0.3386
H (4.0160, 1.3539, -1.7530)  0.2709
H (2.6430, 0.2863, -2.1408)  -0.3979
C (2.0835, -3.3005, 0.0002)  0.3872
N (3.5171, -3.0954, -0.1807)  -0.0217
C (4.1225, -1.9011, -0.1222)  0.6682
C (5.6024, -1.9166, -0.4062)  -1.5758
O (3.5238, -0.8655, 0.1752)  -0.8193
H (1.8582, -4.3022, -0.3615)  0.4378
H (1.5545, -2.5809, -0.6188)  -0.4447
H (1.7930, -3.2528, 1.0467)  -0.2586
H (4.0682, -3.8812, -0.4795)  0.2466
H (6.1378, -2.4249, 0.3972)  0.3812
H (6.0146, -0.9148, -0.4762)  0.3489
H (5.7858, -2.4369, -1.3478)  0.4576
C (-0.3480, -4.2523, 2.9419)  -0.4289
C (-0.7300, -4.5556, 4.3703)  0.7372
C (-2.1314, -4.2158, 4.8116)  -1.2413
O (0.0632, -5.0675, 5.1259)  -0.5818
H (0.5769, -3.6799, 2.9078)  -0.2908
H (-1.1291, -3.7138, 2.4051)  0.2895
H (-0.1821, -5.2218, 2.4655)  0.4038
H (-2.2434, -3.1321, 4.7153)  0.2789
H (-2.2990, -4.5099, 5.8436)  0.3626
H (-2.8671, -4.7105, 4.1750)  0.3419